Record 1
{
  "formula": "C27H63N9O9",
  "method": "ωB97M-V/def2-TZVPD",
  "symbols": ["O", "O", "O", "O", "O", "O", "O", "O", "O", "N", "N", "N", "N", "N", "N", "N", "N", "N", "C", "C", "C", "C", "C", "C", "C", "C", "C", "C", "C", "C", "C", "C", "C", "C", "C", "C", "C", "C", "C", "C", "C", "C", "C", "C", "C", "H", "H", "H", "H", "H", "H", "H", "H", "H", "H", "H", "H", "H", "H", "H", "H", "H", "H", "H", "H", "H", "H", "H", "H", "H", "H", "H", "H", "H", "H", "H", "H", "H", "H", "H", "H", "H", "H", "H", "H", "H", "H", "H", "H", "H", "H", "H", "H", "H", "H", "H", "H", "H", "H", "H", "H", "H", "H", "H", "H", "H", "H", "H"],
  "positions_angstrom": [[0.8855, -1.2091, -0.1467], [-2.8259, 0.3969, 5.5361], [3.5088, 4.0120, -2.8101], [2.6880, -4.0253, -7.1386], [-2.7865, 5.3356, -2.2389], [4.1970, 1.5590, 6.3163], [1.8859, -3.5488, 8.7694], [-7.4856, 0.2767, -3.9733], [-4.7323, -6.8314, -2.5460], [2.9927, -2.4852, 7.0913], [-4.9222, -6.6810, -0.2956], [-7.3428, 1.6230, -5.8045], [-3.5577, -1.3256, 4.3204], [5.6505, 4.4795, -2.2886], [2.9826, 3.3617, 5.7861], [4.3925, -3.5867, -5.8535], [0.9469, 0.4974, -1.5760], [-0.6675, 4.8563, -1.6767], [-0.1446, 0.0448, -2.3822], [2.3882, -3.2195, 5.9438], [-5.4275, -7.9830, -0.0522], [5.1020, 2.6641, -3.7515], [-4.3214, -1.0675, 6.5925], [-0.8686, 4.7017, -0.2576], [2.7773, -2.7630, 8.3661], [3.5861, -2.0629, 9.4729], [-4.2754, -4.6640, -1.6175], [-8.0120, 0.8489, -4.9270], [1.6489, 2.7895, 5.8099], [-4.6392, -6.1806, -1.5213], [4.1324, 2.7446, 6.1356], [-2.6208, -1.0349, 3.2202], [-3.4963, -0.6073, 5.4092], [1.4119, -0.1598, -0.5731], [4.8375, -4.0598, -8.1766], [5.4515, 5.4983, -1.2642], [-1.6281, 5.1605, -2.5794], [-5.8976, 2.0348, -5.6876], [2.5882, 0.4719, 0.1164], [-9.4520, 0.5867, -5.2552], [4.7365, 3.8385, -2.9225], [3.6908, -3.3476, -4.5838], [5.3694, 3.5185, 5.9253], [-1.1845, 5.1872, -4.0532], [3.8834, -3.8744, -7.0014], [5.5177, 6.5248, -1.6248], [3.7378, -1.0148, 9.2149], [1.4650, -2.7185, 5.6526], [-1.4314, 6.0598, -4.6579], [4.3952, -3.0483, -3.8077], [-4.6015, -2.1121, 6.4561], [4.6293, -4.9795, -8.7234], [3.0110, -0.1697, 0.8896], [5.8184, 3.2472, 4.9699], [-1.7581, 4.3479, -4.4465], [3.1107, -3.1517, 5.1305], [4.4886, 5.2959, -0.7953], [-9.5373, -0.0062, -6.1658], [-0.1321, 5.1217, -4.3294], [-0.6832, -0.7766, -1.9096], [0.2595, -0.3148, -3.3285], [2.2758, 1.3969, 0.6010], [-4.8493, -6.0310, 0.4739], [3.0189, -2.1690, 10.3976], [-4.2633, -2.0449, 4.2506], [1.5754, 1.7104, 5.9455], [2.1127, -4.2294, 6.2477], [4.2673, 1.9647, -3.7043], [5.1884, 4.5756, 5.7305], [-1.4048, 5.5653, 0.1360], [-4.6502, -8.6023, 0.3954], [5.8542, -3.9742, -7.7932], [-3.2012, -4.4794, -1.6275], [0.2529, 4.6855, -2.0557], [-5.8174, 3.0583, -6.0538], [-1.8613, -0.2682, 3.3731], [1.0628, 3.3769, 6.5166], [4.5129, -2.5642, 9.7518], [6.2731, 5.3247, -0.5692], [1.2647, 2.8916, 4.7950], [5.2523, 2.8782, -4.8096], [-0.7945, 0.8965, -2.5828], [-5.6386, 2.0343, -4.6288], [-5.1996, -0.4428, 6.7555], [6.5757, 4.1248, -2.4844], [-2.2051, -2.0048, 2.9470], [-7.8880, 2.0991, -6.5089], [-9.9559, 1.5392, -5.4194], [-3.2469, -0.7583, 2.3719], [-5.8451, -8.4998, -0.9163], [0.0866, 4.6156, 0.2604], [-9.9241, 0.0961, -4.4040], [6.0502, 3.4321, 6.7722], [-4.7283, -4.0639, -0.8283], [-3.7126, -1.0129, 7.4949], [-6.2570, -7.8132, 0.6342], [1.3567, 1.3844, -1.8317], [3.4225, 0.6874, -0.5511], [5.9602, 2.1530, -3.3153], [3.1105, 4.2625, 5.3476], [-5.2576, 1.3674, -6.2647], [4.5975, -3.1941, -8.7939], [3.0507, -4.1415, -4.1990], [3.0650, -2.4611, -4.6867], [3.5561, -1.6684, 6.9027], [-1.4312, 3.8031, -0.0044], [-4.7022, -4.2910, -2.5486], [5.3552, -3.2850, -5.9009]],
  "mulliken_charge": [-0.72, -0.65, -0.67, -0.65, -0.63, -0.61, -0.67, -0.64, -0.63, -0.14, -0.19, -0.19, -0.15, -0.17, -0.18, -0.18, -0.01, -0.10, -0.90, -0.80, -0.86, -1.01, -0.98, -0.94, 0.68, -0.94, -1.00, 0.73, -0.86, 0.70, 0.75, -0.91, 0.71, 0.82, -0.87, -0.82, 0.67, -0.84, -1.08, -1.09, 0.68, -0.86, -1.08, -0.92, 0.67, 0.26, 0.27, 0.26, 0.32, 0.32, 0.31, 0.27, 0.31, 0.27, 0.22, 0.31, 0.29, 0.28, 0.27, 0.33, 0.28, 0.26, 0.21, 0.28, 0.21, 0.30, 0.29, 0.20, 0.33, 0.29, 0.26, 0.26, 0.25, 0.21, 0.32, 0.30, 0.28, 0.26, 0.33, 0.30, 0.29, 0.28, 0.30, 0.24, 0.24, 0.30, 0.24, 0.34, 0.33, 0.32, 0.35, 0.29, 0.29, 0.32, 0.28, 0.32, 0.14, 0.29, 0.38, 0.21, 0.26, 0.24, 0.27, 0.29, 0.19, 0.28, 0.28, 0.21],
  "e_homo_ev": -8.97,
  "lumo_ha": -0.003,
  "smiles": "CNC(C)=O.CNC(C)=O.CNC(C)=O.CNC(C)=O.CNC(C)=O.CNC(C)=O.CNC(C)=O.CNC(C)=O.CNC(C)=O",
  "e_tot_ha": -2236.584378,
  "orbital_gap_ha": 0.3262
}

Record 2
{
  "formula": "C51H46N5OP2ReS",
  "method": "ωB97M-V/def2-TZVPD",
  "symbols": ["Re", "S", "P", "P", "O", "N", "N", "N", "N", "N", "C", "C", "C", "C", "C", "C", "C", "C", "C", "C", "C", "C", "C", "C", "C", "C", "C", "C", "C", "C", "C", "C", "C", "C", "C", "C", "C", "C", "C", "C", "C", "C", "C", "C", "C", "C", "C", "C", "C", "C", "C", "C", "C", "C", "C", "C", "C", "C", "C", "C", "C", "H", "H", "H", "H", "H", "H", "H", "H", "H", "H", "H", "H", "H", "H", "H", "H", "H", "H", "H", "H", "H", "H", "H", "H", "H", "H", "H", "H", "H", "H", "H", "H", "H", "H", "H", "H", "H", "H", "H", "H", "H", "H", "H", "H", "H", "H"],
  "positions_angstrom": [[0.6602, -0.5968, 0.3641], [1.4907, -3.0613, 0.3406], [-1.7433, -0.5956, -0.0128], [0.4778, 1.8494, 0.4728], [1.0538, -0.5093, -1.6821], [1.2535, -0.6816, 2.3990], [3.2140, -0.5400, -0.9946], [2.6934, -0.5408, 0.2063], [-2.3098, 2.1692, 0.1318], [1.8708, -5.5921, 0.4027], [3.6446, 4.0588, -2.0001], [2.7444, -0.5495, -3.3502], [-4.2773, 5.0818, -0.9666], [-3.2757, 3.1612, 0.1100], [-2.7149, -1.9265, 0.7465], [4.1084, -0.6056, -3.6513], [2.3024, -0.5217, -1.9672], [2.8027, 3.1310, -2.5972], [-2.9490, -3.5872, 2.4701], [-0.4498, 3.8330, 3.9476], [1.6607, 2.4163, 2.8612], [-1.7190, -1.4866, -2.5884], [3.5239, 4.3339, -0.6469], [3.2106, -0.9333, 3.7691], [-3.3384, 0.2587, -2.1948], [0.3678, -7.3868, 0.2472], [2.6074, -0.8004, 2.5157], [2.4334, -0.9264, 4.9104], [-3.1626, -0.7668, -4.3612], [0.8917, -4.6565, 0.3011], [-2.1852, -2.6298, 1.8271], [-2.5377, 0.9146, 0.7928], [-4.1837, 3.3126, 1.1741], [-0.4267, -5.1071, 0.1613], [-3.9936, -2.2257, 0.2781], [3.5772, -0.6870, -5.9906], [-1.0344, 2.4317, -0.4597], [1.7482, 2.7284, -0.4715], [2.5765, 3.6801, 0.1197], [-3.7518, 0.1557, -3.5116], [1.0559, -0.7937, 4.7798], [-4.7467, -3.1909, 0.9225], [4.5164, -0.6754, -4.9675], [-4.2357, -3.8555, 2.0280], [-2.1442, -1.5870, -3.8997], [3.3841, -0.7806, 1.2906], [-5.0994, 4.3424, 1.1665], [-2.3150, -0.5634, -1.7289], [-5.1583, 5.2332, 0.0993], [0.5161, -0.6801, 3.5117], [1.7904, 2.9801, 4.1159], [4.8363, -1.0899, 1.2543], [1.7983, -0.5578, -4.3843], [2.2222, -0.6224, -5.6951], [-0.5707, 3.3085, 2.6708], [1.6476, -6.9147, 0.3795], [0.7267, 3.6815, 4.6664], [-3.3431, 4.0693, -0.9653], [0.4848, 2.5859, 2.1244], [-0.6794, -6.4612, 0.1327], [1.8599, 2.4649, -1.8384], [2.5084, -7.5601, 0.4694], [1.2026, 1.7479, -2.3085], [0.8126, 4.1123, 5.6525], [-2.6984, 3.9496, -1.8214], [-4.5452, 0.7914, -3.8715], [2.7232, 2.8864, 4.6532], [-1.2243, -4.3860, 0.0764], [0.1774, -8.4478, 0.2335], [-3.5048, -0.8516, -5.3794], [5.1814, -1.0697, 0.2234], [-0.9061, 3.5123, -0.5965], [2.4822, 1.8647, 2.4229], [-2.5502, -4.1291, 3.3141], [0.7446, -0.5368, -4.1428], [-0.9379, 1.9377, -1.4421], [-4.8368, -4.5878, 2.5432], [-4.1269, 2.6583, 2.0299], [5.5666, -0.7312, -5.2015], [-0.9220, -2.1183, -2.2153], [2.8225, -5.2438, 0.4875], [0.4112, -0.7885, 5.6440], [4.3833, 4.5741, -2.5944], [-3.6151, 0.7235, 0.8525], [-5.7632, 4.4748, 2.0053], [-4.3364, 5.7597, -1.8029], [4.2804, -1.0399, 3.8361], [-1.2721, 4.3866, 4.3752], [2.4730, 3.9301, 1.1635], [-4.3829, -1.7118, -0.5886], [2.8732, 2.9306, -3.6556], [5.4120, -0.3770, 1.8412], [-3.8247, 0.9702, -1.5452], [-1.4689, 3.4876, 2.1011], [-0.5541, -0.5707, 3.3775], [3.9032, -0.7534, -7.0172], [5.0122, -2.0831, 1.6661], [-1.6927, -6.8154, 0.0201], [-5.7348, -3.4283, 0.5632], [-5.8780, 6.0365, 0.1013], [-2.1276, 0.9293, 1.8185], [-1.1679, -2.4327, 2.1454], [4.1655, 5.0660, -0.1833], [1.4996, -0.6322, -6.4946], [2.8909, -1.0132, 5.8829], [-1.6908, -2.3071, -4.5629], [4.8253, -0.6144, -2.8461]],
  "lowdin_spin": [0.00, 0.00, 0.02, 0.02, 0.00, 0.00, 0.00, 0.00, 0.36, 0.00, 0.00, 0.00, 0.01, 0.08, 0.00, 0.00, 0.00, 0.00, 0.00, 0.00, 0.00, 0.00, 0.00, 0.00, 0.00, 0.00, 0.00, 0.00, 0.00, 0.00, 0.00, 0.04, 0.10, 0.00, 0.00, 0.00, 0.04, 0.00, 0.00, 0.00, 0.00, 0.00, 0.00, 0.00, 0.00, 0.00, 0.01, 0.00, 0.17, 0.00, 0.00, 0.00, 0.00, 0.00, 0.00, 0.00, 0.00, 0.10, 0.00, 0.00, 0.00, 0.00, 0.00, 0.00, 0.00, 0.00, 0.00, 0.00, 0.00, 0.00, 0.00, 0.00, 0.00, 0.00, 0.00, 0.02, 0.00, 0.00, 0.00, 0.00, 0.00, 0.00, 0.00, 0.00, 0.00, 0.00, 0.00, 0.00, 0.00, 0.00, 0.00, 0.00, 0.00, 0.00, 0.00, 0.00, 0.00, 0.00, 0.00, 0.01, 0.02, 0.00, 0.00, 0.00, 0.00, 0.00, 0.00],
  "e_homo_ev": [-14.88, -14.88],
  "lumo_ha": [-0.327, -0.379],
  "e_tot_ha": -3478.415758,
  "multiplicity": 2,
  "orbital_gap_ha": [0.2198, 0.1679],
  "charge": 3
}

Q: Which formula does entry 1 have?
A: C27H63N9O9